[1]
Here is a molecular structure, C19H43NdOP3S in a non-equilibrium geometry from OMol25. Energies are from ωB97M-V/def2-TZVPD.

Atoms and positions in Å:
Nd1 0.1056 -0.3568 1.5140
P1 -1.6009 -2.1115 2.4833
P2 2.1445 -1.8290 0.9920
P3 -0.7681 -0.9952 -0.9980
H1 0.6454 2.3015 1.2085
C1 -0.0434 1.7094 0.6514
C2 -1.3433 1.3590 1.2931
H2 -1.5321 1.7022 2.2922
C3 -1.7375 -1.9267 4.1954
C4 -1.2992 -3.7940 2.1872
C5 -3.2064 -1.7328 1.8495
C6 3.3870 -0.9029 0.1757
C7 2.8621 -2.4287 2.4663
C8 1.9112 -3.2730 0.0306
C9 -2.1118 0.0201 -1.4787
C10 -1.2741 -2.6286 -1.3059
C11 0.5284 -0.6053 -2.1334
H3 0.0024 1.7577 -0.4035
H4 -2.1833 1.1569 0.6804
H5 -1.9313 -0.8958 4.5300
H6 -0.8494 -2.3009 4.7299
H7 -2.5969 -2.5544 4.4596
H8 -0.3560 -4.1232 2.6446
H9 -1.2766 -4.0630 1.1249
H10 -2.1341 -4.3095 2.6733
H11 -3.5102 -0.7022 2.0833
H12 -3.8654 -2.4354 2.3744
H13 -3.3083 -1.8802 0.7700
H14 4.2363 -1.5927 0.0812
H15 3.7052 -0.0150 0.7457
H16 3.0821 -0.5634 -0.8219
H17 3.7314 -3.0042 2.1136
H18 2.1953 -3.1031 3.0237
H19 3.2194 -1.6480 3.1531
H20 2.9076 -3.7287 0.0226
H21 1.6046 -3.0789 -0.9979
H22 1.1986 -3.9744 0.4843
H23 -2.2789 -0.2818 -2.5136
H24 -1.8942 1.0940 -1.4458
H25 -3.0204 -0.1675 -0.8901
H26 -1.4549 -2.6391 -2.3845
H27 -2.2035 -2.8703 -0.7829
H28 -0.5263 -3.3896 -1.0555
H29 0.0558 -0.7146 -3.1170
H30 1.3793 -1.2849 -2.0641
H31 0.8956 0.4250 -2.0205
C12 -0.7876 3.4301 -5.0838
C13 0.2314 4.0011 -5.8948
C14 0.2356 5.3663 -6.1710
C15 -0.7626 6.1978 -5.6557
C16 -1.7728 5.6538 -4.8564
C17 -1.7872 4.2924 -4.5739
S1 -0.8655 1.7465 -4.6906
H32 0.2531 1.3615 -5.3777
H33 1.0074 3.3568 -6.2959
H34 1.0260 5.7821 -6.7945
H35 -0.7545 7.2698 -5.8759
H36 -2.5544 6.2907 -4.4501
H37 -2.5729 3.8648 -3.9515
C18 2.4779 1.1165 4.8106
C19 1.7591 1.1178 3.4808
O1 0.6769 0.0165 3.5969
H38 1.7802 1.3719 5.6034
H39 3.2254 1.9006 4.7263
H40 2.9624 0.1747 5.0187
H41 1.2430 2.0118 3.2936
H42 2.4069 0.8090 2.6419
H43 1.0808 -0.7535 3.8790

Energy in eV: -76395.0936
Energy relative to the best compared isomer or geometry (same formula, charge and spin) in kcal/mol: 131.8
2S+1: 4
Frontier orbital gap (alpha / beta) in eV: 2.32 / 2.24
Molar mass in u: 556.78
Charge: +3
HOMO (alpha / beta) in eV: -13.82 / -13.81

[2]
Here is 2 unconnected molecules or ions with the total composition C7H9N3O in a non-equilibrium geometry from OMol25. Energies are from ωB97M-V/def2-TZVPD.

Atoms and positions in Å:
C1 2.7989 -0.1341 -1.7815
C2 1.4231 -0.0673 -1.7394
C3 -1.7255 -1.0135 1.6781
C4 -0.4411 -0.6334 1.5471
C5 -2.2986 -0.9923 0.2732
C6 -0.1067 -0.4715 0.1254
C7 -0.2545 2.3226 0.3865
N1 3.2162 -0.3978 -0.5719
N2 2.2080 -0.4124 0.2270
N3 1.0690 -0.2869 -0.4672
O1 -1.1850 -0.8216 -0.6321
H1 3.4743 -0.0566 -2.6201
H2 0.6736 0.1610 -2.5040
H3 -2.3466 -1.1579 2.4826
H4 0.3697 -0.7283 2.3431
H5 -2.7645 -1.9877 -0.0148
H6 -3.1200 -0.3331 0.0876
H7 0.7410 2.3523 0.6212
H8 -0.9871 1.9285 1.0350
H9 -0.7444 2.7299 -0.4758

Energy in eV: -13916.7978
Energy relative to the best compared isomer or geometry (same formula, charge and spin) in kcal/mol: 133.4
2S+1: 1
Frontier orbital gap (alpha / beta) in eV: 8.56 / 6.93
Molar mass in u: 151.17
Charge: 0
HOMO (alpha / beta) in eV: -8.66 / -6.73